Molecular formula: C28H26F6IN4O9S3TeW
Method: DFT, ωB97M-V/def2-TZVPD

```
79
Properties=species:S:1:pos:R:3:mulliken_charge:R:1
W 1.39 0.54 -0.22 0.14
O 4.95 1.19 -1.40 -0.67
S 3.96 0.18 -1.26 0.94
O 3.39 0.18 0.20 -0.83
O 4.28 -1.15 -1.65 -0.58
O 2.61 0.63 -1.87 -0.45
F -0.80 -2.66 -2.36 -0.19
C -1.60 -3.51 -1.71 0.67
F -2.83 -2.99 -1.69 -0.24
F -1.62 -4.66 -2.37 -0.24
S -1.00 -3.77 0.03 0.86
O -1.40 -2.60 0.74 -0.51
O -1.51 -5.04 0.41 -0.70
N 0.56 -3.89 -0.18 -0.63
S 1.72 -2.91 -0.38 1.15
O 2.76 -3.05 0.58 -0.71
O 1.35 -1.49 -0.65 0.44
C 2.35 -3.49 -2.06 0.64
F 1.72 -4.62 -2.38 -0.24
F 3.64 -3.74 -1.98 -0.21
F 2.09 -2.59 -2.98 -0.16
I 0.71 -3.00 4.93 0.09
C 1.37 -1.57 3.61 -1.21
C 2.46 -0.74 3.73 -0.48
N 2.46 0.08 2.66 -0.18
N 1.46 -0.25 1.82 1.14
C 0.78 -1.24 2.39 0.01
H 3.21 -0.67 4.49 0.48
H 3.29 0.48 2.24 0.17
H -0.11 -1.62 1.92 0.32
C -4.00 -2.00 4.75 -1.67
C -3.28 -1.04 3.84 0.55
C -3.62 -0.93 2.50 -1.03
C -2.94 -0.08 1.64 0.70
C -3.41 0.04 0.21 -1.10
C -1.86 0.65 2.14 0.59
Te -0.77 1.95 0.86 0.55
N -0.62 0.13 -0.78 -0.06
C -0.44 0.88 -1.84 0.97
O 0.52 1.76 -1.72 0.09
C -1.12 0.68 -3.13 -0.17
C -0.35 0.35 -4.24 -0.57
C -0.98 0.11 -5.46 -0.74
C -2.36 0.21 -5.56 -0.51
C -3.12 0.55 -4.45 -0.95
C -2.50 0.77 -3.23 0.07
C 1.57 3.41 -0.06 -0.16
C 2.57 2.90 0.72 0.26
C 3.88 3.04 0.25 -0.73
C 4.10 3.67 -0.96 -0.54
C 3.03 4.19 -1.70 -0.54
C 1.71 4.06 -1.27 0.73
C 0.55 4.56 -2.08 -1.36
C -1.55 0.63 3.51 0.91
C -0.50 1.48 4.18 -1.73
C -2.26 -0.23 4.33 -0.71
H -4.87 -2.43 4.25 0.38
H -4.33 -1.51 5.66 0.40
H -3.34 -2.82 5.04 0.30
H -4.44 -1.52 2.11 0.28
H -4.27 -0.59 0.05 0.37
H -2.62 -0.24 -0.49 -0.28
H -3.70 1.07 0.00 0.41
H 0.73 0.28 -4.15 0.53
H -0.39 -0.16 -6.32 0.43
H -2.84 0.02 -6.50 0.41
H -4.20 0.62 -4.53 0.43
H -3.09 1.02 -2.35 0.42
H 2.36 2.52 1.72 0.90
H 4.72 2.64 0.80 0.29
H 5.10 3.76 -1.35 0.34
H 3.23 4.68 -2.64 0.40
H 0.88 5.26 -2.85 0.49
H -0.19 5.05 -1.45 0.29
H 0.06 3.71 -2.58 0.06
H -0.35 2.44 3.69 0.31
H 0.46 0.97 4.22 0.16
H -0.80 1.68 5.21 0.50
H -2.01 -0.27 5.39 0.49
```

Values from the calculation:
gap between HOMO and LUMO (spin up / spin down) = 6.56 / 6.83 eV
multiplicity = 4
total charge = 0
energy relative to the best compared isomer or geometry (same formula, charge and spin) = 61.55 kcal per mole


Molecular formula: C28H26HfN6O2SSe5
Method: DFT, ωB97M-V/def2-TZVPD

```
69
Properties=species:S:1:pos:R:3:nbo_charge:R:1
Hf 0.25 0.28 0.40 1.66
O 1.56 -0.06 1.93 -0.84
C 2.75 0.16 2.38 0.50
C 3.04 0.05 3.75 -0.29
C 4.32 0.26 4.20 -0.18
C 5.37 0.57 3.31 -0.30
C 5.09 0.70 1.97 -0.15
C 3.78 0.52 1.49 -0.26
C 3.51 0.78 0.10 0.23
N 2.38 0.76 -0.52 -0.57
C 2.42 1.20 -1.91 -0.24
C 1.42 2.33 -2.07 -0.25
N 0.14 1.88 -1.54 -0.53
C -0.83 2.70 -1.70 0.22
C -2.20 2.53 -1.26 -0.26
C -3.15 3.51 -1.60 -0.14
C -4.47 3.35 -1.25 -0.28
C -4.86 2.20 -0.56 -0.16
C -3.94 1.23 -0.21 -0.30
C -2.59 1.38 -0.56 0.49
O -1.70 0.47 -0.28 -0.88
H 2.23 -0.19 4.42 0.24
H 4.53 0.19 5.26 0.22
H 6.37 0.74 3.68 0.22
H 5.87 0.98 1.27 0.21
H 4.39 1.07 -0.48 0.17
H 2.12 0.36 -2.55 0.23
H 3.42 1.52 -2.20 0.19
H 1.34 2.61 -3.12 0.20
H 1.76 3.20 -1.50 0.21
H -0.65 3.62 -2.26 0.17
H -2.83 4.39 -2.15 0.21
H -5.20 4.11 -1.51 0.21
H -5.90 2.07 -0.27 0.21
H -4.23 0.35 0.34 0.23
Se 0.26 2.72 1.63 -0.42
Se -1.63 1.76 2.67 0.02
Se -1.12 -0.38 3.55 0.02
Se -0.93 -1.85 1.72 -0.43
C -1.36 -0.06 -4.16 -0.41
N -2.04 -0.79 -3.11 -0.38
C -1.46 -1.47 -2.10 0.35
Se 0.38 -1.66 -1.75 -0.13
N -2.43 -1.97 -1.32 -0.53
C -3.66 -1.55 -1.78 0.11
C -4.95 -1.72 -1.29 -0.21
C -5.97 -1.12 -2.00 -0.21
C -5.72 -0.37 -3.15 -0.21
C -4.44 -0.20 -3.65 -0.23
C -3.42 -0.81 -2.93 0.17
H -0.32 -0.38 -4.18 0.25
H -1.41 1.01 -3.96 0.21
H -1.83 -0.29 -5.11 0.21
H -2.22 -2.32 -0.39 0.47
H -5.14 -2.29 -0.39 0.23
H -6.99 -1.22 -1.65 0.22
H -6.55 0.10 -3.67 0.22
H -4.24 0.40 -4.52 0.23
S 3.00 -2.96 0.36 -0.19
C 3.31 -3.29 1.95 0.23
N 4.35 -2.65 2.60 -0.54
C 4.68 -2.85 3.89 0.11
C 3.97 -3.75 4.62 -0.37
C 2.91 -4.39 3.94 0.14
N 2.59 -4.20 2.69 -0.44
H 4.83 -1.94 2.06 0.44
H 5.50 -2.26 4.27 0.23
H 4.19 -3.95 5.66 0.23
H 2.29 -5.11 4.47 0.20
```

Values from the calculation:
gap between HOMO and LUMO = 6.52 eV
multiplicity = 1
total charge = 0
energy relative to the best compared isomer or geometry (same formula, charge and spin) = 9.14 kcal per mole


Molecular formula: C28H27AsIrNO2Te
Method: DFT, ωB97M-V/def2-TZVPD

```
61
Properties=species:S:1:pos:R:3:nbo_charge:R:1
Ir 0.10 0.99 -0.19 0.85
N 1.75 1.40 -1.28 -0.67
C 2.94 1.30 -0.36 -0.36
C 2.37 1.67 1.00 0.75
O 2.65 2.64 1.63 -0.49
O 1.37 0.81 1.32 -0.63
H 1.85 0.79 -2.09 0.45
H 1.66 2.35 -1.62 0.43
H 3.74 1.96 -0.69 0.26
H 3.26 0.26 -0.35 0.26
C -0.32 3.11 3.01 -0.61
Te -0.39 3.42 0.90 0.66
C -2.52 3.48 1.15 -0.61
C -2.68 3.85 2.61 -0.11
C -3.90 4.36 3.06 -0.18
C -4.06 4.68 4.40 -0.18
C -3.01 4.49 5.29 -0.17
C -1.80 3.99 4.84 -0.21
C -1.63 3.67 3.50 0.01
H 0.55 3.64 3.38 0.27
H -0.19 2.04 3.20 0.25
H -2.96 2.51 0.91 0.23
H -2.92 4.23 0.47 0.26
H -4.71 4.52 2.36 0.23
H -5.00 5.08 4.74 0.24
H -3.13 4.75 6.33 0.24
H -0.97 3.86 5.53 0.23
C -3.53 -3.83 -1.11 -0.16
C -2.32 -4.43 -0.76 -0.18
C -1.16 -3.68 -0.71 -0.22
C -1.22 -2.32 -1.01 -0.28
C -2.43 -1.72 -1.36 -0.25
C -3.59 -2.48 -1.40 -0.18
As 0.39 -1.29 -1.11 1.08
C 1.75 -2.16 -0.08 -0.40
C 3.07 -2.20 -0.52 -0.25
C 4.05 -2.73 0.31 -0.18
C 3.72 -3.22 1.56 -0.16
C 2.40 -3.18 2.00 -0.20
C 1.41 -2.64 1.18 -0.14
C 0.92 -1.22 -2.95 -0.31
C 1.52 -2.31 -3.57 -0.23
C 1.83 -2.25 -4.92 -0.17
C 1.53 -1.11 -5.65 -0.16
C 0.92 -0.02 -5.04 -0.18
C 0.61 -0.08 -3.69 -0.29
H -4.43 -4.43 -1.14 0.24
H -2.29 -5.49 -0.54 0.24
H -0.22 -4.15 -0.44 0.23
H -2.48 -0.66 -1.61 0.20
H -4.53 -2.02 -1.67 0.24
H 3.35 -1.84 -1.50 0.22
H 5.08 -2.78 -0.03 0.24
H 4.48 -3.64 2.20 0.24
H 2.14 -3.56 2.98 0.24
H 0.39 -2.61 1.53 0.22
H 1.74 -3.22 -3.01 0.24
H 2.29 -3.10 -5.41 0.25
H 1.77 -1.07 -6.71 0.25
H 0.67 0.86 -5.62 0.24
H 0.10 0.76 -3.23 0.19
```

Values from the calculation:
gap between HOMO and LUMO = 5.69 eV
multiplicity = 1
total charge = +2
energy relative to the best compared isomer or geometry (same formula, charge and spin) = 20.87 kcal per mole


Molecular formula: C28H27Cl2N5O5S4TeW
Method: DFT, ωB97M-V/def2-TZVPD

```
73
Properties=species:S:1:pos:R:3:nbo_charge:R:1
W 0.81 -0.21 -0.50 1.35
Cl 1.93 -5.02 -0.12 0.01
C 3.03 -3.71 0.14 -0.11
C 4.41 -3.98 0.31 -0.22
C 5.28 -2.96 0.53 -0.06
Cl 6.97 -3.31 0.71 0.01
C 4.83 -1.61 0.60 -0.05
C 5.66 -0.49 0.82 -0.11
C 5.08 0.75 0.87 -0.26
C 3.70 0.89 0.69 0.14
N 2.89 -0.13 0.50 -0.47
C 3.46 -1.38 0.43 0.12
C 2.55 -2.43 0.18 0.36
O 1.28 -2.10 0.09 -0.79
H 4.76 -5.00 0.25 0.24
H 6.72 -0.61 0.94 0.23
H 5.68 1.64 1.01 0.23
H 3.24 1.87 0.71 0.24
C -4.53 4.23 0.25 -0.41
N -3.52 3.42 -0.41 -0.43
C -2.58 4.10 -1.28 -0.42
C -3.39 2.09 -0.21 0.70
C -4.40 1.44 0.71 -0.71
O -2.50 1.44 -0.74 -0.67
H -4.22 5.27 0.20 0.22
H -4.63 3.97 1.30 0.20
H -5.51 4.14 -0.23 0.20
H -3.12 4.82 -1.91 0.19
H -2.07 3.37 -1.91 0.25
H -1.82 4.64 -0.70 0.21
H -5.43 1.67 0.41 0.23
H -4.27 1.78 1.74 0.23
H -4.25 0.36 0.68 0.23
S -2.38 -0.88 2.98 0.49
C -2.10 -2.31 2.08 -0.44
C -1.23 -2.06 1.08 -0.04
N -0.79 -0.74 1.01 -0.52
C -1.34 -0.03 1.96 -0.10
H -2.57 -3.25 2.33 0.25
H -0.85 -2.78 0.39 0.26
H -1.16 1.03 2.07 0.27
N -4.08 -2.86 -5.06 -0.76
C -2.84 -3.35 -4.87 0.08
S -2.27 -4.62 -5.75 -0.09
C -2.05 -2.69 -3.79 -0.07
C -2.65 -1.89 -2.83 -0.19
C -1.87 -1.27 -1.87 0.05
N -0.54 -1.42 -1.83 -0.49
C 0.04 -2.21 -2.74 0.07
C -0.68 -2.87 -3.72 -0.19
H -4.60 -3.23 -5.84 0.41
H -4.32 -1.93 -4.76 0.39
H -3.72 -1.74 -2.78 0.21
H -2.30 -0.60 -1.14 0.25
H 1.12 -2.31 -2.68 0.25
H -0.17 -3.49 -4.44 0.26
Te 0.65 2.35 0.58 0.19
C 1.10 2.10 2.66 -0.27
C 0.93 3.20 3.49 -0.25
C 1.20 3.12 4.85 -0.20
C 1.66 1.93 5.40 -0.25
C 1.85 0.83 4.58 -0.14
C 1.57 0.91 3.22 -0.29
H 0.57 4.14 3.08 0.21
H 1.06 3.99 5.48 0.21
H 1.88 1.87 6.46 0.21
H 2.21 -0.11 4.99 0.20
H 1.72 0.04 2.60 0.21
O 2.71 0.63 -4.10 -0.93
S 2.36 0.87 -2.73 2.25
O 3.19 1.78 -2.00 -0.96
O 2.25 -0.48 -1.99 -1.02
S 0.38 1.37 -2.40 -0.39
```

Values from the calculation:
gap between HOMO and LUMO (spin up / spin down) = 6.01 / 6.28 eV
multiplicity = 3
total charge = 0
energy relative to the best compared isomer or geometry (same formula, charge and spin) = 0.00 kcal per mole


Molecular formula: C28H27ClIN3O4ReTe
Method: DFT, ωB97M-V/def2-TZVPD

```
66
Properties=species:S:1:pos:R:3:nbo_charge:R:1
Re 0.67 0.01 0.24 1.70
Cl -1.03 2.02 6.61 0.10
C -1.04 1.59 4.96 0.01
C -2.16 1.85 4.19 -0.24
C -2.22 1.48 2.86 -0.13
I -3.88 1.91 1.65 0.27
C -1.14 0.84 2.24 0.24
O -1.15 0.40 1.04 -0.67
C 0.07 0.69 3.00 0.18
N 1.13 0.23 2.30 -0.52
C 2.25 -0.01 2.96 0.11
C 2.37 0.17 4.34 -0.25
C 1.31 0.69 5.06 -0.03
C 0.12 0.99 4.39 -0.13
H -3.00 2.37 4.64 0.27
H 3.11 -0.36 2.40 0.22
H 3.30 -0.07 4.84 0.26
H 1.40 0.85 6.13 0.26
C 4.41 0.86 -1.72 -0.70
C 3.09 0.93 -1.01 0.28
N 2.54 -0.11 -0.42 -0.25
O 3.30 -1.26 -0.29 -0.52
C 2.29 2.09 -0.95 0.07
C 2.69 3.44 -1.43 -0.67
N 1.11 1.90 -0.34 -0.01
O 0.24 2.75 -0.16 -0.33
H 4.36 0.05 -2.46 0.28
H 5.24 0.67 -1.04 0.25
H 4.62 1.79 -2.23 0.27
H 4.24 -1.05 -0.42 0.49
H 3.56 3.81 -0.87 0.25
H 1.87 4.14 -1.29 0.27
H 2.96 3.41 -2.48 0.25
C -1.55 -0.06 -3.68 -0.73
C -1.30 -0.26 -2.23 0.72
C -2.50 -0.42 -1.38 -0.75
O -0.14 -0.29 -1.79 -0.63
H -1.91 -0.98 -4.14 0.27
H -0.66 0.27 -4.21 0.25
H -2.34 0.68 -3.80 0.27
H -3.35 -0.78 -1.95 0.26
H -2.76 0.56 -0.97 0.29
H -2.31 -1.07 -0.52 0.26
Te 1.21 -3.09 -1.16 0.50
C 2.37 -2.95 -2.95 -0.25
C 1.81 -2.93 -4.22 -0.17
C 2.64 -2.88 -5.33 -0.21
C 4.02 -2.82 -5.17 -0.19
C 4.57 -2.84 -3.90 -0.20
C 3.75 -2.92 -2.79 -0.26
C 0.50 -5.07 -1.57 -0.24
C -0.17 -5.44 -2.72 -0.25
C -0.45 -6.78 -2.95 -0.18
C -0.05 -7.74 -2.03 -0.18
C 0.62 -7.36 -0.87 -0.21
C 0.88 -6.03 -0.63 -0.18
H 0.74 -2.95 -4.34 0.21
H 2.21 -2.88 -6.32 0.23
H 4.66 -2.77 -6.04 0.24
H 5.64 -2.80 -3.78 0.23
H 4.18 -2.99 -1.80 0.21
H -0.50 -4.70 -3.44 0.21
H -0.98 -7.07 -3.84 0.23
H -0.26 -8.78 -2.21 0.23
H 0.93 -8.11 -0.16 0.23
H 1.40 -5.73 0.27 0.21
```

Values from the calculation:
gap between HOMO and LUMO (spin up / spin down) = 5.90 / 4.46 eV
multiplicity = 4
total charge = +2


Molecular formula: C28H27FN7O2RbS
Method: DFT, ωB97M-V/def2-TZVPD

```
67
Properties=species:S:1:pos:R:3:nbo_charge:R:1
Rb -1.00 -1.42 -0.47 0.93
O -3.94 0.82 -4.50 -0.78
C -3.28 0.18 -3.64 0.55
N -2.98 0.52 -2.40 -0.66
C -3.48 1.82 -2.06 -0.28
C -2.89 2.39 -0.80 0.25
C -3.32 3.65 -0.37 -0.28
C -2.74 4.23 0.74 -0.18
C -1.75 3.53 1.42 -0.30
C -1.40 2.28 0.95 0.04
N -1.95 1.72 -0.14 -0.46
C -2.77 -1.19 -4.04 0.16
C -3.48 -1.94 -4.98 -0.25
C -3.06 -3.23 -5.27 -0.19
C -1.94 -3.73 -4.64 -0.28
C -1.26 -2.90 -3.75 0.05
N -1.67 -1.66 -3.45 -0.45
H -4.58 1.82 -1.95 0.19
H -3.31 2.55 -2.86 0.19
H -4.09 4.17 -0.94 0.20
H -3.05 5.22 1.07 0.20
H -1.27 3.94 2.30 0.21
H -0.65 1.68 1.46 0.24
H -4.35 -1.48 -5.44 0.23
H -3.62 -3.84 -5.97 0.19
H -1.58 -4.74 -4.81 0.21
H -0.37 -3.25 -3.25 0.22
C 3.91 -4.67 0.77 -0.41
N 2.49 -4.56 1.03 -0.38
C 1.93 -4.10 2.20 -0.13
C 0.60 -4.15 2.02 -0.07
N 0.32 -4.64 0.76 -0.60
C 1.49 -4.89 0.15 0.25
S 1.74 -5.53 -1.42 -0.49
H 4.35 -5.48 1.35 0.18
H 4.41 -3.74 1.01 0.19
H 4.02 -4.89 -0.29 0.25
H 2.53 -3.73 3.02 0.21
H -0.19 -3.83 2.69 0.21
H -0.87 -4.41 0.17 0.52
C -0.21 3.00 -2.43 -0.40
N 0.75 1.95 -2.17 -0.44
C 1.94 2.31 -1.42 -0.42
C 0.49 0.65 -2.45 0.51
O 1.27 -0.26 -2.23 -0.65
H 0.23 3.75 -3.09 0.17
H -0.53 3.48 -1.50 0.19
H -1.08 2.56 -2.92 0.23
H 2.51 3.08 -1.95 0.17
H 2.54 1.42 -1.28 0.25
H 1.65 2.70 -0.43 0.20
H -0.53 0.49 -2.85 0.18
F -1.79 -4.06 -0.24 -0.71
N 4.49 3.95 7.77 -0.40
C 3.93 3.36 6.95 0.31
C 3.24 2.61 5.95 -0.26
C 1.84 2.59 5.92 -0.18
C 1.17 1.88 4.95 -0.17
C 1.86 1.15 3.95 -0.03
C 3.27 1.19 4.00 -0.21
C 3.95 1.90 4.97 -0.16
C 1.18 0.42 2.95 -0.45
C 0.60 -0.20 2.05 -0.28
H 1.29 3.14 6.67 0.21
H 0.09 1.86 4.93 0.21
H 3.82 0.64 3.25 0.22
H 5.03 1.91 4.99 0.21
```

Values from the calculation:
gap between HOMO and LUMO = 5.87 eV
multiplicity = 1
total charge = -2
energy relative to the best compared isomer or geometry (same formula, charge and spin) = 7.55 kcal per mole


Molecular formula: C28H27N3O5
Method: DFT, ωB97M-V/def2-TZVPD

```
63
Properties=species:S:1:pos:R:3:nbo_charge:R:1
C -0.64 -2.67 -4.18 -0.63
C 0.34 -1.72 -4.85 -0.07
H 1.25 -2.24 -5.16 0.19
H -0.13 -1.24 -5.72 0.20
O 0.79 -0.71 -3.95 -0.51
C -0.02 0.35 -3.79 0.79
O -1.06 0.49 -4.39 -0.61
C 0.48 1.28 -2.77 -0.22
C 1.78 1.56 -2.56 0.30
N 2.13 2.36 -1.48 -0.64
C 1.13 3.13 -0.89 0.58
N -0.11 2.95 -1.04 -0.51
C -0.59 1.85 -1.85 -0.08
C -1.10 0.71 -0.99 -0.06
C -2.27 0.05 -1.34 -0.18
C -2.70 -1.04 -0.62 -0.26
C -1.97 -1.50 0.48 0.30
C -0.80 -0.84 0.83 -0.32
C -0.38 0.25 0.09 -0.13
H 0.54 0.75 0.37 0.20
H -0.21 -1.15 1.68 0.22
O -2.49 -2.59 1.13 -0.49
C -1.77 -3.13 2.21 -0.09
C -1.72 -2.25 3.43 -0.06
C -0.71 -2.41 4.37 -0.18
C -0.66 -1.62 5.50 -0.16
C -1.64 -0.64 5.70 -0.18
C -2.66 -0.48 4.77 -0.16
C -2.70 -1.28 3.65 -0.17
H -3.48 -1.15 2.92 0.22
H -3.41 0.28 4.93 0.23
C -1.55 0.19 6.93 0.78
O -0.66 0.11 7.74 -0.60
O -2.57 1.06 7.04 -0.51
C -2.55 1.88 8.19 -0.26
H -3.44 2.50 8.14 0.19
H -2.55 1.27 9.10 0.19
H -1.65 2.51 8.20 0.19
H 0.12 -1.73 6.23 0.23
H 0.05 -3.16 4.21 0.21
H -0.75 -3.41 1.90 0.18
H -2.31 -4.05 2.46 0.21
H -3.61 -1.57 -0.88 0.22
H -2.85 0.39 -2.19 0.22
H -1.42 2.23 -2.46 0.22
N 1.59 4.20 -0.15 -0.82
H 0.86 4.65 0.39 0.40
H 2.45 4.07 0.34 0.38
H 3.06 2.75 -1.50 0.40
C 2.88 1.13 -3.43 -0.12
C 4.06 0.63 -2.87 -0.15
C 5.10 0.24 -3.68 -0.23
C 4.99 0.34 -5.06 -0.20
C 3.83 0.85 -5.62 -0.21
C 2.78 1.24 -4.81 -0.17
H 1.88 1.65 -5.24 0.22
H 3.74 0.94 -6.69 0.22
H 5.81 0.04 -5.70 0.22
H 6.01 -0.16 -3.24 0.21
H 4.14 0.53 -1.80 0.21
H -0.92 -3.46 -4.87 0.21
H -1.53 -2.12 -3.88 0.22
H -0.19 -3.10 -3.29 0.21
```

Values from the calculation:
gap between HOMO and LUMO = 8.68 eV
multiplicity = 1
structure (SMILES) = CCOC(=O)C1=C(c2ccccc2)NC(N)=N[C@@H]1c1ccc(OCc2ccc(C(=O)OC)cc2)cc1
total charge = 0
energy relative to the best compared isomer or geometry (same formula, charge and spin) = 0.00 kcal per mole